1.
The following is a DFT calculation (ωB97M-V/def2-TZVPD) of a structure of composition C10H12BCl2N7OPtS.

Structure (ORCA input):
```
! RIJCOSX wB97M-V def2-TZVPD def2/J DEFGRID3
* xyz 0 1
Pt 0.529 0.389 0.191
C -3.279 1.115 -2.863
C -2.936 0.997 -1.507
N -1.622 1.030 -1.338
N -1.089 1.152 -2.570
C -2.066 1.210 -3.501
B 0.418 1.138 -2.867
N 1.202 2.175 -2.024
C 1.862 3.275 -2.409
C 2.479 3.831 -1.304
C 2.143 2.982 -0.251
N 1.373 1.998 -0.700
N 1.069 -0.249 -2.536
C 1.461 -1.211 -3.380
C 1.964 -2.273 -2.651
C 1.852 -1.877 -1.322
N 1.335 -0.653 -1.274
H -4.259 1.121 -3.306
H -3.588 0.864 -0.656
H -1.823 1.310 -4.546
H 0.563 1.365 -4.034
H 1.853 3.579 -3.442
H 3.088 4.716 -1.267
H 2.410 3.028 0.791
H 1.359 -1.070 -4.442
H 2.367 -3.196 -3.028
H 2.118 -2.383 -0.411
O -1.561 -1.939 3.090
S -1.086 -2.189 1.732
N -0.256 -1.212 1.032
Cl -0.988 4.054 -0.026
C -1.660 2.957 1.162
Cl -0.461 1.865 1.924
H -2.401 2.330 0.686
H -2.066 3.540 1.980
*
```

Orbital gap: 8.83 eV
F_max: 0.023 Eh/bohr
LUMO level: 0.39 eV
HOMO level: -8.4 eV
Relative energy (zero: lowest compared OMol25 entry of this formula, charge and spin): 14.7 kcal/mol

2.
The following is a DFT calculation (ωB97M-V/def2-TZVPD) of a cluster of 4 separate species, C10H12Cl6N2 in total.

Structure (ORCA input):
```
! RIJCOSX wB97M-V def2-TZVPD def2/J DEFGRID3
* xyz 0 1
C -0.447 -0.577 3.021
Cl -0.101 -1.577 4.435
Cl 1.068 -0.155 2.226
Cl -1.128 1.061 3.374
H -1.142 -1.099 2.364
C -1.510 -4.922 2.004
Cl -2.543 -6.399 1.942
Cl -0.271 -5.169 3.276
Cl -2.357 -3.450 2.453
H -1.031 -4.839 1.029
N -1.746 -0.325 -2.631
C -1.850 -1.479 -1.817
C -0.901 -1.350 -0.825
C -0.054 -0.289 -1.121
C -0.545 0.347 -2.258
H -2.339 -0.045 -3.399
H -2.773 -2.038 -1.769
H -0.731 -1.986 0.031
H 0.796 0.059 -0.552
H -0.333 1.244 -2.821
N 1.629 2.558 -0.066
C 0.907 3.601 -0.576
C 1.727 4.364 -1.445
C 2.870 3.650 -1.570
C 2.828 2.569 -0.730
H 1.375 1.892 0.649
H -0.132 3.692 -0.293
H 1.523 5.188 -2.113
H 3.714 3.739 -2.237
H 3.496 1.734 -0.581
*
```

Orbital gap: 8.31 eV
Structure (SMILES): c1cc[nH]c1.c1cc[nH]c1.ClC(Cl)Cl.ClC(Cl)Cl
F_max: 0.072 Eh/bohr
LUMO level: 0.38 eV
HOMO level: -7.9 eV

3.
The following is a DFT calculation (ωB97M-V/def2-TZVPD) of a structure of composition C10H12F6IrN2O4S3Si.

Structure (ORCA input):
```
! RIJCOSX wB97M-V def2-TZVPD def2/J DEFGRID3
* xyz 2 2
Ir -0.163 0.504 0.109
C 2.667 -1.604 4.844
Si 3.427 0.022 4.309
C 2.686 1.679 4.784
C 5.198 0.025 4.899
C 3.263 -0.023 2.377
C 4.379 -0.167 1.531
C 4.231 -0.179 0.156
C 2.943 -0.057 -0.413
N 1.890 0.072 0.359
C 2.028 0.092 1.708
S 0.490 0.295 2.392
H 2.738 -1.699 5.928
H 3.195 -2.443 4.389
H 1.612 -1.666 4.563
H 2.714 1.793 5.868
H 1.645 1.764 4.462
H 3.251 2.498 4.337
H 5.201 0.001 5.989
H 5.720 0.926 4.573
H 5.734 -0.855 4.539
H 5.370 -0.261 1.956
H 5.088 -0.289 -0.494
H 2.789 -0.080 -1.484
F -2.950 1.090 -3.168
C -2.633 0.373 -2.137
F -3.172 -0.810 -2.178
F -1.236 0.217 -2.106
S -2.989 1.244 -0.542
O -2.219 0.347 0.398
O -4.362 1.424 -0.311
N -2.150 2.531 -0.864
S -1.036 3.079 0.069
O 0.300 2.495 -0.394
O -1.239 2.860 1.469
C -0.875 4.901 -0.345
F -1.950 5.523 0.040
F -0.690 4.992 -1.642
F 0.188 5.311 0.314
*
```

Orbital gap (spin up / spin down): 6.36 / 5.40 eV
F_max: 0.048 Eh/bohr
LUMO level (spin up / spin down): -10.27 / -11.20 eV
HOMO level (spin up / spin down): -16.6 / -16.6 eV
⟨S²⟩: 0.81
Relative energy (zero: lowest compared OMol25 entry of this formula, charge and spin): 26.4 kcal/mol

4.
The following is a DFT calculation (ωB97M-V/def2-TZVPD) of a cluster of 2 separate species, C10H12FI in total.

Structure (ORCA input):
```
! RIJCOSX wB97M-V def2-TZVPD def2/J DEFGRID3
* xyz 0 1
C 1.455 0.408 -2.497
C 1.111 -0.852 -2.205
C 0.688 1.498 -1.981
C -0.010 -1.211 -1.304
C -0.440 1.264 -1.249
C -0.783 -0.042 -0.764
C 1.411 -0.428 1.621
C -0.781 -0.047 2.929
C -1.914 -0.309 -0.079
C 0.317 0.296 1.963
F 0.269 1.600 1.485
I -3.589 0.956 0.324
H 2.106 0.535 -3.296
H 1.527 -1.645 -2.671
H 1.068 2.544 -2.199
H -0.610 -1.865 -1.868
H -1.184 2.150 -1.101
H 2.182 0.109 1.196
H 1.603 -1.320 2.179
H 0.499 -1.773 -0.281
H -1.621 0.471 2.667
H -0.705 -1.057 3.013
H -0.556 0.128 3.915
H -2.044 -1.410 0.202
*
```

Orbital gap: 7.77 eV
Structure (SMILES): I/C=C1\C=CC=CC1.C=C(C)F
F_max: 0.090 Eh/bohr
LUMO level: 0.11 eV
HOMO level: -7.7 eV
Relative energy (zero: lowest compared OMol25 entry of this formula, charge and spin): 17.7 kcal/mol

Question: Look up the F_max of the fourth one.
Answer: 0.090 Eh/bohr

Question: The highest F_max belongs to which entry?
Answer: C10H12FI

Question: Among the records above, which one has the lowest F_max?
Answer: C10H12BCl2N7OPtS